Computed, not measured: a molecular structure, C21H23ClInN2PS, with ωB97M-V with the def2-TZVPD basis set.

```
! RIJCOSX wB97M-V def2-TZVPD def2/J DEFGRID3
* xyz 2 1
In 0.24 -1.76 0.85
Cl 0.06 0.34 2.14
P 0.11 0.42 -0.77
C -1.32 -0.28 -1.71
C -1.18 -1.08 -2.87
C -2.29 -1.75 -3.37
C -3.54 -1.65 -2.73
C -3.68 -0.83 -1.62
C -2.58 -0.15 -1.10
C -0.23 2.23 -0.95
C 0.61 3.11 -0.23
C 0.50 4.49 -0.43
C -0.46 4.98 -1.32
C -1.32 4.12 -2.01
C -1.20 2.74 -1.83
C 1.74 0.24 -1.63
C 2.81 -0.36 -0.94
C 3.98 -0.68 -1.63
C 4.12 -0.34 -2.97
C 3.10 0.35 -3.63
C 1.90 0.63 -2.97
H 1.34 2.72 0.47
H 1.15 5.18 0.13
H -0.54 6.06 -1.48
H -2.09 4.52 -2.68
H -1.83 2.04 -2.38
H -0.19 -1.15 -3.32
H -2.18 -2.34 -4.28
H -4.38 -2.21 -3.12
H -4.66 -0.72 -1.14
H -2.67 0.49 -0.20
H 2.73 -0.60 0.14
H 4.79 -1.20 -1.11
H 5.03 -0.61 -3.52
H 3.22 0.67 -4.67
H 1.08 1.13 -3.49
H -0.09 -2.82 -0.72
H 0.73 -2.77 -0.66
S -0.57 -3.41 2.67
C -0.35 -2.51 4.12
N 0.80 -2.24 4.75
C 0.61 -1.61 6.04
C -0.92 -1.49 6.15
N -1.37 -2.08 4.90
H 1.74 -2.38 4.33
H 1.11 -0.63 6.13
H 1.01 -2.24 6.85
H -1.23 -0.45 6.27
H -1.29 -2.06 7.01
H -2.35 -2.04 4.57
*
```

Values from the calculation:
Molecular weight in g/mol: 516.7
E_LUMO (alpha / beta) in eV: -8.3 / -8.3
DFT total energy in hartree: -2312.7880

---

Computed, not measured: a single C5H11NO2 molecule, with ωB97M-V with the def2-TZVPD basis set.

```
! RIJCOSX wB97M-V def2-TZVPD def2/J DEFGRID3
* xyz 0 1
C 0.34 2.77 -0.40
N -0.27 1.53 0.03
O 0.62 0.48 -0.32
C 0.09 -0.75 0.10
C 0.97 -1.85 -0.47
C -0.12 -0.82 1.60
C -1.39 -0.82 -0.66
O -2.30 -1.48 -0.24
H -0.41 3.56 -0.31
H 0.75 2.73 -1.42
H 1.16 3.00 0.29
H -1.20 1.10 -0.53
H 0.61 -2.82 -0.13
H 1.99 -1.71 -0.12
H 0.98 -1.80 -1.55
H 0.83 -0.94 2.11
H -0.80 -1.64 1.83
H -0.57 0.11 1.95
H -1.27 -0.66 -1.76
*
```

Values from the calculation:
Molecular weight in g/mol: 117.1
E_LUMO in eV: 0.5
SMILES: CNOC(C)(C)C=O
DFT total energy in hartree: -402.2335

---

Computed, not measured: a molecular structure, C61H39GeI4N4Ni, with ωB97M-V with the def2-TZVPD basis set.

```
! RIJCOSX wB97M-V def2-TZVPD def2/J DEFGRID3
* xyz 0 4
Ni 3.17 -21.99 -8.13
I -2.35 -28.17 -3.16
C -1.44 -26.69 -4.44
C -2.07 -26.10 -5.54
C -1.45 -25.10 -6.28
C -0.17 -24.66 -5.96
C 0.52 -25.36 -4.88
C -0.07 -26.41 -4.22
C 0.61 -23.72 -6.74
C 0.77 -23.73 -8.19
C 0.04 -24.53 -9.16
C 0.38 -24.10 -10.41
C 1.44 -23.10 -10.20
C 2.07 -22.30 -11.23
C 1.32 -21.85 -12.39
C 1.87 -21.07 -13.40
C 1.18 -20.64 -14.49
C -0.22 -20.89 -14.57
I -1.35 -19.85 -15.97
C -0.79 -21.75 -13.64
C -0.10 -22.13 -12.55
C 3.49 -22.12 -11.05
N 4.09 -21.93 -9.83
C 5.48 -21.72 -10.08
C 6.43 -21.34 -9.07
C 7.89 -21.29 -9.27
C 8.44 -20.95 -10.52
C 9.83 -20.97 -10.74
C 10.73 -21.30 -9.73
I 12.82 -20.87 -9.98
C 10.20 -21.80 -8.53
C 8.82 -21.72 -8.30
C 5.83 -20.73 -7.94
C 6.49 -19.73 -7.13
C 5.62 -19.15 -6.27
C 4.36 -19.87 -6.47
N 4.49 -20.84 -7.53
C 3.14 -19.58 -5.86
C 2.16 -20.61 -5.78
C 1.16 -20.78 -4.78
C 0.54 -22.00 -4.94
C 1.08 -22.56 -6.13
N 2.08 -21.69 -6.68
C 2.94 -18.29 -5.18
C 3.08 -17.14 -5.91
C 2.87 -15.86 -5.35
C 2.42 -15.81 -4.04
I 2.27 -13.91 -3.04
C 2.27 -16.98 -3.32
C 2.58 -18.19 -3.84
C 5.74 -22.02 -11.48
C 4.55 -22.20 -12.08
N 1.75 -22.96 -8.90
H -3.11 -26.43 -5.74
H -2.02 -24.59 -7.08
H 1.59 -25.11 -4.65
H 0.48 -26.97 -3.44
H -0.67 -25.30 -8.98
H 0.04 -24.47 -11.34
H 2.92 -20.71 -13.20
H 1.67 -20.00 -15.24
H -1.87 -21.93 -13.67
H -0.69 -22.48 -11.72
H 7.73 -20.69 -11.31
H 10.17 -20.62 -11.71
H 10.90 -22.12 -7.75
H 8.42 -22.09 -7.33
H 7.50 -19.49 -7.34
H 5.76 -18.25 -5.67
H 0.96 -19.99 -4.07
H -0.30 -22.41 -4.38
H 3.30 -17.21 -6.99
H 3.03 -14.95 -5.90
H 1.88 -16.86 -2.28
H 2.45 -19.11 -3.29
H 6.69 -22.01 -11.99
H 4.38 -22.53 -13.09
C 3.44 -26.11 -6.78
Ge 4.42 -24.38 -7.03
C 6.01 -24.92 -8.06
C 7.30 -24.62 -7.58
C 8.43 -25.19 -8.21
C 8.30 -25.80 -9.44
C 7.00 -25.95 -10.01
C 5.88 -25.58 -9.28
C 5.18 -24.08 -5.16
C 4.86 -22.85 -4.61
C 5.17 -22.54 -3.27
C 5.88 -23.41 -2.51
C 6.32 -24.62 -3.05
C 7.17 -25.44 -2.27
C 7.75 -26.56 -2.90
C 7.44 -26.87 -4.24
C 6.43 -26.22 -4.95
C 5.91 -24.99 -4.40
H 3.47 -26.53 -5.74
H 3.90 -26.85 -7.50
H 2.40 -25.90 -7.12
H 7.46 -24.14 -6.62
H 9.35 -25.13 -7.63
H 9.19 -25.85 -10.11
H 6.97 -26.24 -11.05
H 4.90 -25.87 -9.68
H 4.38 -22.09 -5.20
H 4.81 -21.57 -2.84
H 6.23 -23.10 -1.51
H 7.32 -25.21 -1.21
H 8.39 -27.23 -2.34
H 7.99 -27.72 -4.69
H 6.19 -26.51 -5.96
*
```

Values from the calculation:
Molecular weight in g/mol: 1466.9
E_LUMO (alpha / beta) in eV: -1.4 / -2.9
DFT total energy in hartree: -7342.8150

---

Computed, not measured: a molecular structure, C13H14F3IN2O3SZn, with ωB97M-V with the def2-TZVPD basis set.

```
! RIJCOSX wB97M-V def2-TZVPD def2/J DEFGRID3
* xyz 0 1
C 0.92 1.35 2.24
C 1.76 2.22 -0.25
H 0.23 2.09 2.65
H 1.94 1.73 2.24
H 0.88 0.41 2.80
H 1.58 2.43 -1.31
H 1.66 3.14 0.32
H 2.74 1.77 -0.11
C -1.80 -0.62 2.10
C -2.95 -1.35 2.39
C -3.69 -1.86 1.32
C -3.27 -1.61 0.02
H -1.20 -0.18 2.89
H -3.25 -1.51 3.42
H -4.60 -2.43 1.50
H -3.85 -1.99 -0.81
N -1.39 -0.38 0.85
C -2.11 -0.86 -0.19
C -1.60 -0.53 -1.54
N -0.52 0.28 -1.59
C -0.02 0.63 -2.79
C -1.69 -0.63 -3.95
C -0.57 0.20 -3.99
H 0.84 1.28 -2.76
H -0.14 0.52 -4.93
C -2.21 -1.00 -2.71
H -3.07 -1.65 -2.66
H -2.15 -0.99 -4.86
Zn 0.27 0.94 0.34
I -1.62 2.97 0.28
F 5.41 -0.75 1.74
C 4.43 0.02 1.16
F 4.30 1.19 1.87
F 4.80 0.31 -0.14
S 2.86 -0.91 1.15
O 3.23 -2.27 0.56
O 2.40 -1.40 2.53
O 1.45 -0.54 0.21
*
```

Values from the calculation:
Molecular weight in g/mol: 527.6
E_LUMO (alpha / beta) in eV: -2.3 / -2.4
DFT total energy in hartree: -3613.6355

---

Computed, not measured: a single C3H5N2PS molecule, with ωB97M-V with the def2-TZVPD basis set.

```
! RIJCOSX wB97M-V def2-TZVPD def2/J DEFGRID3
* xyz 0 1
C 2.46 0.06 -0.13
C 0.99 0.15 0.18
P -0.08 -1.16 0.26
C -1.50 -0.09 0.18
N -2.72 -0.52 -0.17
N -1.41 1.17 0.34
S 0.22 1.71 0.20
H 2.57 -0.72 -0.88
H 3.12 -0.33 0.73
H 2.66 0.99 -0.60
H -3.41 0.20 -0.14
H -2.92 -1.45 0.01
*
```

Values from the calculation:
Molecular weight in g/mol: 132.1
E_LUMO in eV: 0.3
SMILES: Cc1pc(N)ns1
DFT total energy in hartree: -966.3350

---

Computed, not measured: a single C4H11N3S molecule, with ωB97M-V with the def2-TZVPD basis set.

```
! RIJCOSX wB97M-V def2-TZVPD def2/J DEFGRID3
* xyz 0 1
C 0.58 -2.19 -0.64
C -0.33 -0.87 -0.13
N -1.62 -1.00 -0.40
S -3.04 -0.48 0.54
C 0.36 0.20 0.60
N 1.63 -0.36 1.11
C 0.42 1.51 -0.16
N -0.99 1.71 -0.69
H 1.24 -2.57 0.32
H 0.11 -2.90 -1.31
H 1.33 -1.72 -1.33
H -2.85 0.88 1.27
H -0.31 0.48 1.57
H 2.20 -0.12 0.35
H 1.87 0.16 2.00
H 1.06 1.28 -0.97
H 0.81 2.44 0.33
H -1.29 2.67 -1.00
H -1.17 0.89 -1.46
*
```

Values from the calculation:
Molecular weight in g/mol: 133.2
E_LUMO in eV: 0.6
SMILES: C/C(=N/S)[C@@H](N)CN
DFT total energy in hartree: -721.3182

---

Computed, not measured: a molecular structure, C6H14O2, with ωB97M-V with the def2-TZVPD basis set.

```
! RIJCOSX wB97M-V def2-TZVPD def2/J DEFGRID3
* xyz -1 2
C -1.48 0.73 0.28
C -0.22 -0.02 -0.03
C 1.13 0.35 0.54
C 0.25 -3.38 -1.92
C 0.57 -2.24 -1.00
C -0.35 -1.26 -0.62
H -1.94 1.15 -0.61
H -1.25 1.50 1.01
H -2.26 0.11 0.71
H 1.35 -0.22 1.44
H 1.20 1.42 0.65
H 1.00 -3.51 -2.72
H 0.26 -4.37 -1.43
H -0.75 -3.32 -2.35
H 1.63 -2.03 -0.88
H -1.35 -1.71 -0.63
H 1.96 0.10 -0.14
H 0.68 3.11 3.15
O 0.56 2.60 2.36
H -0.07 3.14 1.35
H -0.25 4.35 0.40
O -0.68 3.49 0.44
*
```

Values from the calculation:
Molecular weight in g/mol: 118.2
E_LUMO (alpha / beta) in eV: 3.5 / 3.5
DFT total energy in hartree: -387.4286

---

Computed, not measured: 8 unconnected molecules or ions with the total composition C32H56N8, with ωB97M-V with the def2-TZVPD basis set.

```
! RIJCOSX wB97M-V def2-TZVPD def2/J DEFGRID3
* xyz 0 1
C 6.77 1.36 8.77
C 5.85 1.19 7.57
C 4.74 2.32 7.37
C 4.07 2.55 8.69
N 3.58 2.70 9.74
H 7.20 2.37 8.75
H 7.63 0.69 8.75
H 6.33 1.18 9.75
H 5.52 0.15 7.51
H 6.49 1.29 6.69
H 4.05 2.02 6.59
H 5.19 3.27 7.10
C 3.60 -4.30 2.52
C 4.60 -5.47 2.48
C 4.27 -6.45 1.37
C 4.51 -5.92 0.04
N 4.67 -5.52 -1.03
H 3.70 -3.52 3.27
H 2.58 -4.66 2.55
H 3.73 -3.88 1.52
H 4.56 -6.02 3.42
H 5.63 -5.13 2.42
H 3.21 -6.70 1.38
H 4.77 -7.42 1.43
C -6.12 1.33 -0.90
C -7.27 1.27 -1.85
C -8.60 1.02 -1.11
C -8.55 -0.27 -0.36
N -8.52 -1.27 0.23
H -5.88 0.36 -0.47
H -6.29 2.01 -0.06
H -5.19 1.68 -1.34
H -7.06 0.41 -2.50
H -7.29 2.20 -2.41
H -9.50 1.00 -1.72
H -8.76 1.87 -0.43
C -2.54 5.10 -4.64
C -2.16 4.90 -6.08
C -0.76 5.48 -6.45
C 0.40 4.72 -5.87
N 1.27 4.13 -5.42
H -2.48 6.16 -4.39
H -1.85 4.56 -3.99
H -3.58 4.76 -4.56
H -2.96 5.31 -6.69
H -2.19 3.84 -6.35
H -0.77 6.55 -6.25
H -0.65 5.42 -7.53
C 5.40 6.69 1.35
C 4.99 7.00 2.82
C 6.16 7.49 3.69
C 7.03 6.43 4.23
N 7.66 5.58 4.61
H 4.56 6.39 0.73
H 6.13 5.87 1.34
H 5.95 7.48 0.85
H 4.55 6.09 3.22
H 4.17 7.73 2.87
H 5.85 7.90 4.65
H 6.80 8.25 3.24
C -0.16 -0.47 -0.13
C -0.08 1.04 -0.46
C 1.26 1.70 -0.48
C 2.06 1.50 0.76
N 2.72 1.34 1.69
H -1.19 -0.81 -0.16
H 0.25 -0.66 0.86
H 0.47 -1.00 -0.84
H -0.58 1.70 0.25
H -0.56 1.19 -1.43
H 1.12 2.73 -0.81
H 1.84 1.24 -1.28
C -2.00 -7.11 0.02
C -3.31 -7.89 0.02
C -4.45 -7.22 0.86
C -5.73 -7.94 0.93
N -6.72 -8.56 0.97
H -1.63 -6.93 1.03
H -2.12 -6.11 -0.41
H -1.20 -7.56 -0.57
H -3.10 -8.90 0.37
H -3.65 -8.07 -1.00
H -4.57 -6.28 0.33
H -4.06 -7.13 1.87
C -3.08 -1.78 -5.14
C -3.44 -1.97 -6.63
C -4.41 -3.19 -6.87
C -3.96 -4.39 -6.16
N -3.62 -5.31 -5.65
H -2.59 -0.81 -5.12
H -2.48 -2.57 -4.69
H -3.98 -1.63 -4.54
H -2.56 -2.19 -7.23
H -3.88 -1.05 -7.02
H -4.41 -3.47 -7.92
H -5.42 -2.97 -6.54
*
```

Values from the calculation:
Molecular weight in g/mol: 552.9
E_LUMO in eV: -0.2
SMILES: CCCC#N.CCCC#N.CCCC#N.CCCC#N.CCCC#N.CCCC#N.CCCC#N.CCCC#N
DFT total energy in hartree: -1690.8185

---

Computed, not measured: a molecular structure, C36H54AsCaF9O26, with ωB97M-V with the def2-TZVPD basis set.

```
! RIJCOSX wB97M-V def2-TZVPD def2/J DEFGRID3
* xyz 0 1
Ca -2.72 -0.80 -2.23
As 0.36 0.10 0.03
F 1.56 0.56 1.20
F -0.07 -1.25 1.06
F -0.97 -0.30 -1.08
F 0.82 1.43 -1.02
F 1.50 -0.85 -0.88
F -0.81 1.10 0.87
C -1.43 0.56 -4.63
O -1.86 1.34 -3.48
O -1.92 -0.70 -4.45
C -1.77 1.35 -5.94
F -0.88 2.33 -6.17
F -1.75 0.53 -6.99
F -2.99 1.89 -5.86
C -1.17 2.57 -3.24
C -2.03 3.37 -2.26
H -3.09 3.20 -2.44
H -1.76 2.96 -1.28
H -1.81 4.43 -2.27
H -1.03 3.18 -4.13
H -0.17 2.42 -2.83
H -0.34 0.60 -4.51
C 2.74 -2.72 1.81
C 3.97 -3.32 2.46
C 5.32 -3.07 1.75
O 6.03 -2.19 2.58
C 5.32 -1.98 3.72
O 5.72 -1.32 4.62
O 4.20 -2.71 3.73
H 2.83 -1.63 1.75
H 1.89 -2.89 2.47
H 2.71 -3.10 0.80
H 3.89 -4.40 2.53
H 5.11 -2.66 0.75
H 5.81 -4.02 1.53
C 1.88 -2.50 -4.69
C 2.44 -1.10 -4.59
C 3.31 -0.85 -3.36
O 4.63 -0.97 -3.90
C 4.59 -0.97 -5.25
O 5.59 -1.05 -5.90
O 3.35 -0.96 -5.71
H 1.23 -2.79 -3.86
H 2.66 -3.27 -4.73
H 1.30 -2.71 -5.59
H 1.65 -0.37 -4.65
H 3.08 -1.56 -2.57
H 3.25 0.16 -2.95
C -7.16 1.20 1.60
C -5.98 2.10 1.27
C -4.79 1.93 2.22
O -3.70 1.57 1.38
C -4.13 1.37 0.14
O -3.47 0.95 -0.75
O -5.44 1.64 0.04
H -6.88 0.16 1.79
H -7.81 1.22 0.72
H -7.82 1.55 2.40
H -6.31 3.13 1.18
H -4.93 1.24 3.05
H -4.58 2.93 2.61
C -0.38 -6.07 0.93
C 0.37 -5.21 -0.09
C 0.46 -5.75 -1.51
O 0.20 -4.58 -2.33
C -0.48 -3.72 -1.58
O -1.00 -2.72 -1.99
O -0.49 -4.08 -0.30
H -1.23 -6.50 0.40
H -0.76 -5.44 1.73
H 0.28 -6.83 1.34
H 1.35 -4.86 0.25
H -0.26 -6.52 -1.78
H 1.44 -6.15 -1.74
C -5.57 -2.45 3.75
C -4.18 -2.39 3.13
C -3.61 -3.75 2.68
O -3.07 -3.49 1.39
C -3.44 -2.27 0.99
O -3.08 -1.75 -0.03
O -4.26 -1.71 1.87
H -6.28 -2.87 3.04
H -5.86 -1.45 4.05
H -5.58 -3.13 4.60
H -3.52 -1.85 3.81
H -4.42 -4.47 2.58
H -2.85 -4.12 3.36
C -0.97 0.49 4.40
C 0.39 0.37 5.06
C 1.36 -0.54 4.30
O 2.58 0.21 4.25
C 2.33 1.47 4.68
O 3.13 2.36 4.65
O 1.08 1.60 5.09
H -1.65 1.24 4.80
H -1.53 -0.45 4.37
H -0.77 0.72 3.35
H 0.22 0.02 6.08
H 1.04 -0.79 3.28
H 1.50 -1.50 4.81
C 3.42 2.95 -1.17
C 3.01 3.47 -2.52
C 3.98 4.46 -3.17
O 3.95 4.12 -4.55
C 3.43 2.89 -4.70
O 3.23 2.34 -5.73
O 2.95 2.45 -3.52
H 4.00 3.68 -0.61
H 4.04 2.06 -1.28
H 2.58 2.69 -0.52
H 2.02 3.95 -2.49
H 4.98 4.34 -2.74
H 3.73 5.52 -3.03
C 1.23 4.48 2.96
C 0.68 3.93 1.64
C -0.81 4.19 1.42
O -0.84 5.04 0.28
C 0.38 5.17 -0.25
O 0.66 5.83 -1.21
O 1.31 4.61 0.56
H 0.58 4.23 3.81
H 1.26 5.57 2.96
H 2.18 4.00 3.16
H 0.91 2.87 1.63
H -1.25 4.76 2.24
H -1.28 3.23 1.23
*
```

Values from the calculation:
Molecular weight in g/mol: 1188.8
E_LUMO in eV: -0.8
DFT total energy in hartree: -7172.9939

---

The highest DFT total energy belongs to which entry? C6H14O2